1.
C4H9NOS | the ωB97M-V functional and the def2-TZVPD basis

Cartesian coordinates (Å):
1 C 0.06 0.28 1.48
2 C -0.15 -0.31 0.06
3 C 1.14 -0.76 -0.51
4 S 1.85 -2.19 0.45
5 N -0.74 0.66 -0.89
6 C -1.71 1.56 -0.65
7 O -2.49 1.49 0.28
8 H -0.29 -0.54 2.11
9 H -0.61 1.13 1.64
10 H 0.99 0.78 1.74
11 H -0.86 -1.14 0.14
12 H 1.05 -0.96 -1.59
13 H 1.94 -0.01 -0.49
14 H 1.92 -3.02 -0.63
15 H -0.41 0.57 -1.84
16 H -1.69 2.44 -1.30

Output
**Energy relative to the best compared isomer or geometry (same formula, charge and spin)**: 114.2 kJ/mol

Need the natural (NBO) charges? In units of e they are: C -0.651; C -0.066; C -0.496; S -0.051; N -0.629; C 0.525; O -0.602; H 0.230; H 0.246; H 0.217; H 0.203; H 0.213; H 0.220; H 0.135; H 0.389; H 0.116



2.
C4H7NO | the ωB97M-V functional and the def2-TZVPD basis

Cartesian coordinates (Å):
1 O 1.13 -0.52 1.59
2 C 0.44 -0.16 0.43
3 C -0.50 -1.02 -0.39
4 N -0.90 0.38 -0.82
5 C -0.73 0.78 0.62
6 C 0.56 0.67 -0.99
7 H 1.77 -1.23 1.51
8 H -0.11 -1.62 -1.20
9 H -1.29 -1.54 0.15
10 H -0.47 1.83 0.78
11 H -1.53 0.45 1.28
12 H 0.91 0.22 -1.94
13 H 0.73 1.75 -1.02

Output
**Energy relative to the best compared isomer or geometry (same formula, charge and spin)**: 375.0 kJ/mol

Need the natural (NBO) charges? In units of e they are: O -0.705; C 0.232; C -0.273; N -0.357; C -0.254; C -0.271; H 0.481; H 0.187; H 0.192; H 0.189; H 0.191; H 0.194; H 0.195



3.
C5H10O | the ωB97M-V functional and the def2-TZVPD basis

Cartesian coordinates (Å):
1 C 2.29 -0.27 -0.27
2 C 0.89 -0.39 0.40
3 C -0.10 0.30 -0.46
4 C -2.21 -0.71 0.22
5 C -0.48 1.67 -0.35
6 O 0.44 2.50 -0.33
7 H 2.57 0.79 -0.34
8 H 3.03 -0.80 0.33
9 H 2.26 -0.70 -1.28
10 H 0.64 -1.46 0.45
11 H 0.94 0.00 1.43
12 H -1.35 -0.45 -0.54
13 H -2.01 -0.38 1.24
14 H -3.11 -0.24 -0.19
15 H -2.26 -1.81 0.17
16 H -1.55 1.95 -0.47

Output
**Energy relative to the best compared isomer or geometry (same formula, charge and spin)**: 415.1 kJ/mol

Need the natural (NBO) charges? In units of e they are: C -0.581; C -0.512; C 0.046; C -0.720; C 0.239; O -0.578; H 0.232; H 0.212; H 0.214; H 0.230; H 0.195; H 0.207; H 0.227; H 0.230; H 0.231; H 0.126



4.
C6H32O11 | the ωB97M-V functional and the def2-TZVPD basis

Cartesian coordinates (Å):
1 C 1.20 -0.15 -0.97
2 C 0.43 -1.11 -0.47
3 C 0.40 -2.50 -0.97
4 C -0.96 -2.81 -1.58
5 C -1.77 -3.77 -1.19
6 C -1.26 -1.97 -2.80
7 H 1.99 -0.10 -1.77
8 H 1.06 0.82 -0.37
9 H -0.27 -0.89 0.34
10 H 0.56 -3.26 -0.16
11 H 1.32 -2.70 -1.54
12 H -2.59 -4.02 -1.64
13 H -1.42 -4.57 -0.41
14 H -1.08 -2.50 -3.65
15 H -0.72 -0.98 -2.72
16 H -2.35 -1.65 -2.83
17 O 1.84 1.94 -3.75
18 H 1.99 1.26 -4.41
19 H 2.37 1.91 -3.02
20 O -1.41 0.69 2.15
21 H -1.40 0.43 3.09
22 H -0.37 0.77 2.09
23 O 0.44 4.34 1.95
24 H 1.28 4.70 1.66
25 H -0.02 4.49 1.15
26 O -0.76 -2.71 2.02
27 H -0.80 -2.54 1.04
28 H -1.68 -2.34 2.28
29 O 3.60 -0.43 0.48
30 H 2.71 0.01 0.63
31 H 3.57 -1.23 0.77
32 O -2.17 2.56 0.51
33 H -2.28 1.89 1.11
34 H -2.89 3.06 0.28
35 O -4.06 -0.63 1.69
36 H -3.44 0.04 1.45
37 H -4.28 -0.62 2.62
38 O -2.33 3.03 -2.30
39 H -1.69 3.66 -2.72
40 H -1.87 2.50 -1.59
41 O 1.58 -1.37 2.18
42 H 0.69 -1.83 2.17
43 H 1.30 -0.53 2.47
44 O 3.83 0.70 -1.87
45 H 4.86 0.74 -1.99
46 H 3.79 0.53 -0.85
47 O 0.92 1.11 2.94
48 H 0.93 1.98 2.56
49 H 0.83 1.26 3.87

Output
**Energy relative to the best compared isomer or geometry (same formula, charge and spin)**: 461.6 kJ/mol

Need the natural (NBO) charges? In units of e they are: C -0.441; C -0.168; C -0.521; C 0.033; C -0.388; C -0.656; H 0.260; H 0.170; H 0.195; H 0.218; H 0.239; H 0.185; H 0.188; H 0.218; H 0.231; H 0.220; O -0.964; H 0.478; H 0.487; O -1.006; H 0.469; H 0.499; O -0.941; H 0.466; H 0.479; O -0.957; H 0.493; H 0.495; O -0.944; H 0.501; H 0.482; O -0.979; H 0.491; H 0.481; O -0.956; H 0.487; H 0.470; O -0.979; H 0.475; H 0.498; O -0.997; H 0.490; H 0.463; O -1.012; H 0.477; H 0.506; O -0.948; H 0.517; H 0.499



5.
C4H12N2O | the ωB97M-V functional and the def2-TZVPD basis

Cartesian coordinates (Å):
1 C 0.53 5.57 -3.55
2 C 0.20 4.55 -2.49
3 N 1.10 4.48 -1.47
4 O -0.80 3.85 -2.52
5 H -0.25 5.56 -4.33
6 H 1.50 5.34 -4.03
7 H 0.58 6.59 -3.12
8 H 1.93 5.07 -1.44
9 H 0.93 3.80 -0.71
10 C 0.06 -0.79 2.36
11 N 0.15 0.35 3.26
12 C -1.17 0.88 3.58
13 H -0.34 -0.45 1.39
14 H -0.60 -1.59 2.74
15 H 1.06 -1.22 2.20
16 H 0.61 0.06 4.13
17 H -1.86 0.12 3.99
18 H -1.07 1.70 4.32
19 H -1.61 1.30 2.66

Output
**Energy relative to the best compared isomer or geometry (same formula, charge and spin)**: 79.6 kJ/mol

Need the natural (NBO) charges? In units of e they are: C -0.723; C 0.668; N -0.837; O -0.612; H 0.244; H 0.227; H 0.227; H 0.395; H 0.410; C -0.417; N -0.618; C -0.417; H 0.193; H 0.161; H 0.199; H 0.345; H 0.161; H 0.199; H 0.193



6.
C2H8O2 | the ωB97M-V functional and the def2-TZVPD basis

Cartesian coordinates (Å):
1 C 0.73 -0.53 1.74
2 O 1.43 0.13 0.77
3 C 0.80 0.43 -0.46
4 H -0.20 0.06 1.81
5 H 1.29 -0.42 2.68
6 H 0.46 -1.59 1.61
7 H 0.52 -0.54 -0.89
8 H 1.57 0.90 -1.10
9 H -0.09 1.08 -0.44
10 O -2.37 -0.16 -1.78
11 H -2.50 0.77 -1.49
12 H -1.65 -0.12 -2.45

Output
**Energy relative to the best compared isomer or geometry (same formula, charge and spin)**: 84.3 kJ/mol

Need the natural (NBO) charges? In units of e they are: C -0.240; O -0.545; C -0.247; H 0.158; H 0.190; H 0.165; H 0.167; H 0.192; H 0.160; O -0.938; H 0.470; H 0.470



7.
C5H9N | the ωB97M-V functional and the def2-TZVPD basis

Cartesian coordinates (Å):
1 C 0.48 0.44 1.77
2 C -0.06 0.96 0.68
3 C -0.26 0.23 -0.63
4 C 0.92 0.53 -1.56
5 N -0.38 -1.21 -0.52
6 C -1.17 -1.74 0.29
7 H 0.64 1.02 2.66
8 H 0.79 -0.59 1.81
9 H -0.34 2.00 0.66
10 H -1.18 0.61 -1.09
11 H 1.01 1.60 -1.73
12 H 0.77 0.03 -2.51
13 H 1.84 0.16 -1.11
14 H -1.82 -1.20 0.99
15 H -1.23 -2.82 0.31

Output
**Energy relative to the best compared isomer or geometry (same formula, charge and spin)**: 145.8 kJ/mol

Need the natural (NBO) charges? In units of e they are: C -0.404; C -0.182; C -0.135; C -0.587; N -0.400; C -0.037; H 0.201; H 0.198; H 0.202; H 0.198; H 0.203; H 0.216; H 0.212; H 0.147; H 0.169



| no. | F_max (hartree/bohr) |
| --- | --- |
| 1 | 0.035 |
| 2 | 0.016 |
| 3 | 0.019 |
| 4 | 0.187 |
| 5 | 0.018 |
| 6 | 0.041 |
| 7 | 0.014 |